1.
ORCA calculation (ωB97M-V/def2-TZVPD) on C4H6O2 as an isolated structure.

The geometry in XYZ format:
```
12
C4H6O2 | OMol25 | ωB97M-V/def2-TZVPD
C 1.52 -0.22 0.10
C 0.03 -0.09 0.21
C -0.82 1.17 0.16
O -1.84 0.43 -0.63
C -1.02 -0.63 -0.53
O -1.29 -1.88 -0.60
H 2.02 -0.06 1.06
H 1.78 -1.23 -0.24
H 1.94 0.49 -0.62
H -0.58 -1.52 0.44
H -0.43 2.00 -0.43
H -1.30 1.52 1.08
```

The value obtained for the energy above the lowest of the compared OMol25 structures with the same formula, charge and spin is 106.5 kcal per mole. The HOMO energy is -8.71 eV. Its HOMO-LUMO gap is 9.37 eV. For the total energy, the calculation gives -306.33662 a.u.

2.
ORCA calculation (ωB97M-V/def2-TZVPD) on one molecule with the formula C4H6O2.

The geometry in XYZ format:
```
12
C4H6O2 | OMol25 | ωB97M-V/def2-TZVPD
C -1.38 0.83 0.28
C -0.41 -0.09 -0.38
O 0.00 -0.07 -1.79
C 0.53 -1.04 -0.87
C 1.07 -0.04 0.07
O 1.53 -0.41 1.33
H -1.13 0.77 1.34
H -1.06 1.83 -0.08
H -2.46 0.74 0.13
H 0.68 -2.09 -1.06
H 1.49 0.90 -0.29
H 1.66 -1.37 1.41
```

As for the SMILES: C[C@]12O[C@H]1[C@@H]2O. The value obtained for the energy above the lowest of the compared OMol25 structures with the same formula, charge and spin is 103.5 kcal per mole. The HOMO energy is -8.74 eV. Its HOMO-LUMO gap is 9.52 eV. For the total energy, the calculation gives -306.34136 a.u.

3.
ORCA calculation (ωB97M-V/def2-TZVPD) on a 2-piece molecular cluster, C4H6O2 overall.

The geometry in XYZ format:
```
12
C4H6O2 | OMol25 | ωB97M-V/def2-TZVPD
C -1.06 -1.10 1.37
C -1.32 -1.21 0.09
O -1.53 -1.33 -1.05
H -0.82 -2.00 1.92
H -1.07 -0.13 1.86
C 1.27 0.52 -0.97
C 0.27 1.20 -0.08
O 0.53 1.79 0.95
H 0.86 -0.41 -1.39
H 2.20 0.33 -0.43
H 1.48 1.19 -1.82
H -0.79 1.15 -0.44
```

As for the SMILES: C=C=O.CC=O. The value obtained for the energy above the lowest of the compared OMol25 structures with the same formula, charge and spin is 42.2 kcal per mole. The HOMO energy is -9.60 eV. Its HOMO-LUMO gap is 10.29 eV. For the total energy, the calculation gives -306.43908 a.u.

4.
ORCA calculation (ωB97M-V/def2-TZVPD) on a 2-piece molecular cluster, C4H6O2 overall in a non-equilibrium geometry.

The geometry in XYZ format:
```
12
C4H6O2 | OMol25 | ωB97M-V/def2-TZVPD
O 1.52 -0.79 1.15
C 0.57 -0.19 0.73
C -0.94 -0.51 0.62
C -1.12 0.89 0.02
O -2.08 1.53 -0.31
C 0.39 1.18 0.04
H -1.48 -0.72 1.55
H -1.15 -1.32 -0.09
H 0.84 1.22 -0.96
H 0.70 2.07 0.60
H 1.61 -1.71 -1.38
H 1.16 -1.64 -1.98
```

As for the SMILES: O=C1CC(=O)C1.[H][H]. The value obtained for the energy above the lowest of the compared OMol25 structures with the same formula, charge and spin is 52.6 kcal per mole. The HOMO energy is -9.78 eV. Its HOMO-LUMO gap is 10.07 eV. For the total energy, the calculation gives -306.42249 a.u.

5.
ORCA calculation (ωB97M-V/def2-TZVPD) on one molecule with the formula C4H6O2.

The geometry in XYZ format:
```
12
C4H6O2 | OMol25 | ωB97M-V/def2-TZVPD
C -0.95 0.13 -1.39
C -0.73 -0.37 0.02
O -1.12 -1.44 0.40
C 0.18 0.45 0.94
C 1.50 -0.28 0.91
O 2.54 0.23 0.57
H 0.01 0.11 -1.92
H -1.31 1.16 -1.39
H -1.66 -0.53 -1.90
H 0.35 1.49 0.63
H -0.24 0.40 1.95
H 1.43 -1.35 1.18
```

As for the SMILES: CC(=O)CC=O. The value obtained for the energy above the lowest of the compared OMol25 structures with the same formula, charge and spin is 17.8 kcal per mole. The HOMO energy is -9.93 eV. Its HOMO-LUMO gap is 10.57 eV. For the total energy, the calculation gives -306.47788 a.u.

6.
ORCA calculation (ωB97M-V/def2-TZVPD) on a 2-piece molecular cluster, C4H6O2 overall in a non-equilibrium geometry.

The geometry in XYZ format:
```
12
C4H6O2 | OMol25 | ωB97M-V/def2-TZVPD
C 1.57 1.49 0.58
C 1.75 0.77 -0.50
O 1.90 0.13 -1.47
H 1.86 2.54 0.59
H 1.18 1.01 1.46
C -1.62 -0.37 -0.20
C -0.61 -1.46 0.06
O 0.28 -1.38 0.88
H -1.45 0.48 0.46
H -2.63 -0.78 -0.05
H -1.54 -0.05 -1.24
H -0.71 -2.37 -0.56
```

As for the SMILES: C=C=O.CC=O. The value obtained for the energy above the lowest of the compared OMol25 structures with the same formula, charge and spin is 39.1 kcal per mole. The HOMO energy is -9.16 eV. Its HOMO-LUMO gap is 10.10 eV. For the total energy, the calculation gives -306.44393 a.u.

7.
ORCA calculation (ωB97M-V/def2-TZVPD) on a 2-piece molecular cluster, C4H6O2 overall in a non-equilibrium geometry.

The geometry in XYZ format:
```
12
C4H6O2 | OMol25 | ωB97M-V/def2-TZVPD
C -3.04 -1.60 -0.30
C -0.25 1.97 0.60
C -0.45 0.75 0.24
C -0.08 -1.20 -1.03
O -3.31 -0.55 0.02
O 0.23 0.18 -0.81
H 0.41 2.58 0.09
H -0.87 2.46 1.41
H -1.19 0.06 0.61
H 0.10 -1.77 -0.13
H 0.43 -1.56 -1.82
H -1.18 -1.17 -1.04
```

The value obtained for the energy above the lowest of the compared OMol25 structures with the same formula, charge and spin is 59.8 kcal per mole. The HOMO energy is -8.88 eV. Its HOMO-LUMO gap is 10.01 eV. For the total energy, the calculation gives -306.41107 a.u.

8.
ORCA calculation (ωB97M-V/def2-TZVPD) on a 2-piece molecular cluster, C4H6O2 overall.

The geometry in XYZ format:
```
12
C4H6O2 | OMol25 | ωB97M-V/def2-TZVPD
C 1.52 0.31 0.29
C 0.44 -0.73 0.38
O -0.71 -0.34 1.12
C -1.42 0.52 0.38
O -0.66 1.03 -0.61
C 0.47 0.19 -0.78
H 2.52 -0.03 0.05
H 1.45 1.15 0.97
H 0.61 -1.80 0.36
H -2.44 -0.55 -0.51
H -2.54 0.30 0.17
H 0.68 -0.07 -1.81
```

The value obtained for the energy above the lowest of the compared OMol25 structures with the same formula, charge and spin is 134.7 kcal per mole. The HOMO energy is -8.09 eV. Its HOMO-LUMO gap is 9.02 eV. For the total energy, the calculation gives -306.29168 a.u.

9.
ORCA calculation (ωB97M-V/def2-TZVPD) on a 2-piece molecular cluster, C4H6O2 overall.

The geometry in XYZ format:
```
12
C4H6O2 | OMol25 | ωB97M-V/def2-TZVPD
O -0.59 1.27 2.35
C -0.28 0.73 1.36
C -0.01 0.01 0.30
C 0.56 0.08 -1.11
O 0.93 -1.31 -1.00
C 0.33 -1.45 0.30
H -0.15 0.23 -1.94
H 1.43 0.73 -1.23
H 1.03 -1.74 1.08
H -0.55 -2.10 0.27
H -1.18 2.10 -0.16
H -1.52 1.45 -0.22
```

As for the SMILES: O=C=C1COC1.[H][H]. The value obtained for the energy above the lowest of the compared OMol25 structures with the same formula, charge and spin is 95.9 kcal per mole. The HOMO energy is -8.82 eV. Its HOMO-LUMO gap is 9.52 eV. For the total energy, the calculation gives -306.35347 a.u.

10.
ORCA calculation (ωB97M-V/def2-TZVPD) on one molecule with the formula C4H6O2.

The geometry in XYZ format:
```
12
C4H6O2 | OMol25 | ωB97M-V/def2-TZVPD
C -1.78 -0.41 -0.16
C -0.61 0.23 0.52
O -0.10 1.39 -0.23
C 0.69 0.28 -0.10
C 2.11 0.08 0.02
O 1.31 -0.49 -1.06
H -2.69 0.14 0.09
H -1.63 -0.37 -1.24
H -1.91 -1.46 0.14
H -0.67 0.36 1.60
H 2.78 0.86 -0.32
H 2.51 -0.61 0.76
```

As for the SMILES: C[C@@H]1O[C@@]12CO2. The value obtained for the energy above the lowest of the compared OMol25 structures with the same formula, charge and spin is 66.0 kcal per mole. The HOMO energy is -10.21 eV. Its HOMO-LUMO gap is 11.27 eV. For the total energy, the calculation gives -306.40107 a.u.

11.
ORCA calculation (ωB97M-V/def2-TZVPD) on a 2-piece molecular cluster, C4H6O2 overall.

The geometry in XYZ format:
```
12
C4H6O2 | OMol25 | ωB97M-V/def2-TZVPD
C 1.21 0.38 -0.99
C 0.27 0.87 0.06
O 0.32 1.78 0.81
C -0.82 -0.79 1.17
C -1.19 -0.64 -0.14
O -1.29 -1.29 -1.16
H 0.82 -0.49 -1.52
H 2.16 0.15 -0.52
H 1.36 1.21 -1.70
H -0.72 -1.80 1.56
H -0.96 0.03 1.87
H -1.11 0.60 -0.33
```

The value obtained for the energy above the lowest of the compared OMol25 structures with the same formula, charge and spin is 88.1 kcal per mole. The HOMO energy is -8.96 eV. Its HOMO-LUMO gap is 9.25 eV. For the total energy, the calculation gives -306.36596 a.u.

12.
ORCA calculation (ωB97M-V/def2-TZVPD) on one molecule with the formula C4H6O2.

The geometry in XYZ format:
```
12
C4H6O2 | OMol25 | ωB97M-V/def2-TZVPD
C 1.47 0.34 -0.78
C 0.43 0.72 0.25
O 0.33 1.85 0.67
C -0.52 -0.37 0.75
C -1.68 -0.57 -0.21
O -2.07 -1.65 -0.57
H 1.06 -0.29 -1.57
H 2.28 -0.23 -0.30
H 1.89 1.26 -1.20
H -0.04 -1.34 0.91
H -0.94 0.00 1.69
H -2.18 0.36 -0.55
```

As for the SMILES: CC(=O)CC=O. The value obtained for the energy above the lowest of the compared OMol25 structures with the same formula, charge and spin is 18.1 kcal per mole. The HOMO energy is -9.99 eV. Its HOMO-LUMO gap is 10.57 eV. For the total energy, the calculation gives -306.47741 a.u.

Among the records above, which one has the highest HOMO?
number 8

HOMO-LUMO gap of number 10 (C4H6O2)?
11.27 eV

The lowest HOMO-LUMO gap belongs to which entry?
number 8